Entry 1:
# C4H14O4S

A 4-piece molecular cluster, C4H14O4S overall (the ωB97M-V functional and the def2-TZVPD basis, OMol25).

Molar mass = 158.2 g/mol
Highest occupied orbital energy = -8.76 eV
Gap between HOMO and LUMO = 9.25 eV
SMILES string = O=CCCCS.O.O.O
E_LUMO = 0.4933 eV
Electronic energy = -859.9383 Ha

Geometry as XYZ:
```
23
Properties=species:S:1:pos:R:3:forces:R:3
O 0.0491 -0.7726 -2.0217 -0.2 0.1 0.0
C 0.8503 -1.5683 -1.6040 0.8 0.0 -0.4
C 1.6227 -1.3195 -0.3586 -1.1 0.2 1.5
C 0.6306 -1.1704 0.8495 1.2 0.1 -0.5
C 1.2410 -0.3240 1.9526 -0.5 -0.7 0.5
S 0.1840 -0.3351 3.4419 0.1 0.1 0.2
H 1.0876 -2.4442 -2.2159 -0.1 -0.5 0.0
H 2.1048 -0.3523 -0.4630 0.4 0.0 -0.2
H 2.3004 -2.1017 -0.0410 0.5 -0.1 -0.6
H -0.2472 -0.6906 0.5220 -1.1 0.5 -0.4
H 0.3816 -2.1585 1.2013 -0.1 -0.3 0.3
H 1.4268 0.7050 1.6427 0.1 -0.2 0.0
H 2.1386 -0.8250 2.3152 0.3 0.4 -0.1
H -0.8195 0.4122 2.9600 0.2 -0.1 -0.1
O -1.5088 1.0810 1.0154 0.0 -0.2 -0.1
H -2.1146 1.5166 1.6197 0.0 0.3 -0.3
H -1.2697 1.6843 0.2778 -0.1 0.2 0.4
O -0.7699 2.6098 -1.1244 0.1 0.6 0.8
H 0.0722 3.0212 -1.3376 -0.1 -0.4 -0.3
H -1.0389 1.9083 -1.7352 0.0 0.0 -0.5
O -2.1317 0.7424 -2.4623 0.5 -0.5 -0.4
H -2.7700 0.3103 -1.8926 -0.2 0.1 0.2
H -1.4193 0.0710 -2.5419 -0.5 0.4 0.0
```
Forces are in eV/Å.

---

Entry 2:
# C32H71ClN11O15S2

C32H71ClN11O15S2 as an isolated structure (the ωB97M-V functional and the def2-TZVPD basis, OMol25).

Molar mass = 949.6 g/mol
Highest occupied orbital energy = -6.12 eV
Gap between HOMO and LUMO = 7.57 eV
E_LUMO = 1.4546 eV
Charge = -1
Electronic energy = -4249.4573 Ha

Geometry as XYZ:
```
132
Properties=species:S:1:pos:R:3:forces:R:3
C -7.0304 2.1838 -1.4857 -0.5 0.5 -0.1
C -6.7081 1.8379 -0.0622 -0.3 0.1 0.7
O -7.5870 1.5394 0.7161 0.2 -0.2 -0.3
N -5.3464 1.8145 0.4142 0.0 -0.2 -0.6
C -4.6194 0.5927 0.0194 0.0 -0.3 0.3
S -4.4896 3.2342 0.1247 0.0 0.0 0.4
O -5.3208 4.2630 0.6966 0.0 -0.2 -0.2
O -4.2124 3.3574 -1.2934 0.1 0.0 0.0
N -3.2066 2.8317 0.9717 -0.1 0.6 -0.1
S -1.8753 3.6634 0.7118 0.5 0.0 0.6
O -2.0514 5.0447 0.3426 -0.3 -0.2 -0.1
O -0.9604 3.4090 1.8007 -0.2 -0.1 -0.2
C -1.1753 2.7947 -0.7080 0.2 -0.4 -0.2
C 0.0268 3.5003 -1.2425 -0.1 0.5 -0.2
O 0.0559 4.5316 -1.8318 0.1 -0.3 0.1
Cl 1.5549 2.6315 -0.9320 0.1 -0.1 -0.1
H -7.0430 1.2857 -2.1065 0.2 0.0 0.0
H -8.0457 2.5837 -1.4936 0.0 -0.1 0.0
H -6.3754 2.9336 -1.9177 0.3 -0.2 0.0
H -3.8545 0.7847 -0.7326 -0.1 0.0 -0.1
H -5.3182 -0.1541 -0.3665 0.0 0.1 -0.1
H -4.1438 0.1640 0.9026 0.1 0.1 -0.1
H -0.8992 1.8026 -0.3531 -0.1 0.1 0.1
H -1.9401 2.7290 -1.4852 0.0 0.2 0.1
C 1.4340 -0.5367 0.6799 0.1 0.0 -0.3
O 0.5855 0.2633 1.0070 -0.2 -0.1 0.2
N 2.1575 -1.2855 1.5402 0.0 -0.1 0.0
C 3.1606 -2.2347 1.0977 -0.3 0.2 -0.1
C 1.9053 -1.1226 2.9603 0.0 0.0 -0.1
H 1.6963 -0.7207 -0.3776 0.1 0.0 0.0
H 2.9051 -3.2427 1.4327 0.1 0.0 0.0
H 4.1322 -1.9740 1.5044 0.1 -0.1 0.0
H 3.2125 -2.2271 0.0085 0.0 0.0 0.0
H 0.8637 -1.3533 3.1899 0.0 0.0 0.0
H 2.0889 -0.0904 3.2623 0.0 0.0 0.0
H 2.5626 -1.7887 3.5140 0.0 0.0 0.0
C -1.2734 -1.9754 -3.5319 -0.1 0.0 -0.1
O -2.1731 -1.2227 -3.2137 0.0 0.0 0.0
N -0.4852 -2.6385 -2.6653 0.1 -0.2 0.0
C 0.5644 -3.5403 -3.0953 0.0 0.1 0.2
C -0.6966 -2.4417 -1.2413 -0.2 0.2 -0.2
H -1.0274 -2.1908 -4.5866 0.0 0.0 0.0
H 0.3905 -4.5392 -2.6898 0.1 0.0 -0.1
H 1.5364 -3.1877 -2.7485 0.1 -0.1 -0.1
H 0.5902 -3.6047 -4.1804 0.0 0.0 0.0
H -1.7226 -2.7084 -0.9823 0.0 0.0 0.1
H -0.5490 -1.3948 -0.9780 0.0 0.0 0.1
H -0.0026 -3.0618 -0.6774 0.0 0.0 0.0
C 5.1575 -3.5521 4.4897 -0.1 0.0 -0.1
O 4.9678 -2.9575 3.4450 0.1 -0.1 0.1
N 5.6558 -2.9855 5.6028 0.1 0.0 0.1
C 5.8584 -3.7319 6.8271 0.0 0.2 -0.1
C 5.9956 -1.5716 5.5642 -0.1 -0.1 -0.1
H 4.9229 -4.6230 4.6127 0.0 0.0 0.0
H 5.2670 -3.3030 7.6382 0.0 0.0 0.0
H 6.9115 -3.7151 7.1150 0.0 0.0 0.0
H 5.5525 -4.7657 6.6814 0.0 0.0 0.0
H 5.1154 -0.9767 5.3207 0.0 0.0 0.0
H 6.7497 -1.3850 4.7993 0.0 0.0 0.0
H 6.3801 -1.2691 6.5347 0.0 0.0 0.0
C -10.5793 0.6893 -3.4710 0.0 0.0 -0.1
O -9.5585 1.2825 -3.7526 0.0 0.0 0.0
N -10.7368 -0.1012 -2.3921 -0.1 -0.1 0.1
C -11.9806 -0.7865 -2.1200 0.2 0.0 0.1
C -9.6188 -0.2711 -1.4721 -0.1 0.1 -0.2
H -11.4882 0.7472 -4.0971 0.0 0.0 0.0
H -12.3880 -0.4730 -1.1563 0.0 0.0 0.0
H -11.8259 -1.8678 -2.0970 -0.1 0.0 0.0
H -12.7063 -0.5547 -2.8975 0.0 0.0 0.0
H -9.3194 0.6854 -1.0500 0.0 0.0 0.1
H -8.7639 -0.6954 -2.0004 0.0 0.0 0.0
H -9.9184 -0.9393 -0.6689 0.0 0.0 0.0
C -9.5581 -0.0612 5.6710 0.0 0.0 0.0
O -9.4465 -1.0018 6.4396 0.0 0.0 0.0
N -8.5468 0.5128 5.0040 0.0 0.1 -0.1
C -8.7454 1.6322 4.0990 0.1 -0.1 -0.1
C -7.2017 -0.0046 5.1915 -0.1 0.0 0.0
H -10.5340 0.4081 5.4554 0.0 0.0 0.0
H -8.4151 1.3779 3.0908 0.0 0.1 0.0
H -8.1746 2.4977 4.4391 0.0 0.0 0.0
H -9.8003 1.8982 4.0654 0.0 0.0 0.0
H -7.1575 -1.0549 4.9027 0.0 0.0 0.0
H -6.9114 0.0690 6.2401 0.0 0.0 0.0
H -6.5104 0.5689 4.5798 0.0 0.0 0.0
C 3.7115 -5.5133 -2.0295 0.1 0.3 0.0
O 3.1817 -5.4279 -3.1209 -0.1 -0.2 0.0
N 3.3512 -6.4072 -1.0808 0.0 -0.1 0.1
C 4.0063 -6.4541 0.2074 -0.1 -0.1 -0.1
C 2.2752 -7.3369 -1.3710 0.1 0.1 -0.1
H 4.5310 -4.8417 -1.7283 0.0 -0.1 0.0
H 4.4691 -7.4312 0.3697 0.0 0.0 0.0
H 3.2895 -6.2704 1.0117 0.0 0.0 0.0
H 4.7790 -5.6889 0.2493 0.0 0.0 0.0
H 2.5252 -7.9492 -2.2384 0.0 0.0 0.0
H 1.3556 -6.7962 -1.5980 0.0 0.0 0.0
H 2.1119 -7.9795 -0.5089 0.0 0.0 0.0
C 7.0586 -2.8241 -1.7861 0.1 0.0 -0.1
O 5.9481 -3.1690 -2.1418 0.0 -0.1 0.1
N 7.3615 -1.5993 -1.3235 0.1 0.1 0.1
C 8.7025 -1.2391 -0.9176 -0.2 0.1 0.0
C 6.2994 -0.6052 -1.2359 0.0 -0.1 -0.1
H 7.9303 -3.5011 -1.8274 0.0 0.0 0.0
H 8.7161 -0.9411 0.1331 0.1 0.0 0.0
H 9.0742 -0.4082 -1.5207 0.0 0.0 0.0
H 9.3680 -2.0903 -1.0482 0.0 0.0 0.0
H 5.5095 -0.9570 -0.5742 0.0 0.0 0.0
H 5.8630 -0.4275 -2.2185 0.0 0.0 0.0
H 6.7087 0.3240 -0.8484 0.0 0.0 0.0
C 2.8985 2.8976 -4.2128 -0.1 0.0 0.2
O 2.9709 1.7510 -3.8173 0.1 -0.1 -0.1
N 3.9428 3.5992 -4.6974 0.0 0.1 -0.2
C 3.8059 4.9650 -5.1453 0.1 -0.1 0.1
C 5.2414 2.9596 -4.7428 -0.1 -0.1 0.1
H 1.9587 3.4741 -4.1946 0.0 0.0 0.0
H 4.0876 5.0561 -6.1983 0.0 0.0 0.0
H 4.4430 5.6239 -4.5504 0.0 0.0 0.0
H 2.7724 5.2849 -5.0301 0.0 0.0 0.0
H 5.2043 2.0665 -5.3698 0.0 0.0 0.0
H 5.5436 2.6616 -3.7383 0.0 0.0 0.0
H 5.9709 3.6580 -5.1470 0.0 0.0 0.0
C 5.3294 5.4991 -0.8320 0.0 0.0 0.0
O 5.0357 4.7039 -1.7048 0.0 0.0 0.0
N 4.5272 5.8949 0.1707 0.0 0.0 0.1
C 4.9689 6.8565 1.1565 -0.1 -0.1 0.0
C 3.1723 5.3546 0.2801 0.2 0.1 -0.1
H 6.3228 5.9854 -0.7953 0.0 0.0 0.0
H 4.9372 6.4197 2.1572 0.0 0.0 0.0
H 4.3261 7.7393 1.1433 0.0 0.0 0.0
H 5.9910 7.1648 0.9415 0.0 0.0 0.0
H 3.1992 4.2761 0.3981 0.0 0.0 0.0
H 2.6013 5.5818 -0.6195 -0.1 -0.1 0.0
H 2.6834 5.7995 1.1429 0.0 0.0 0.0
```
Forces are in eV/Å.

---

Entry 3:
# C2H10N4

A 3-piece molecular cluster, C2H10N4 overall (the ωB97M-V functional and the def2-TZVPD basis, OMol25).

Molar mass = 90.1 g/mol
Highest occupied orbital energy (spin up / spin down) = -16.32 / -16.32 eV
Gap between HOMO and LUMO (spin up / spin down) = 8.95 / 7.29 eV
E_LUMO (spin up / spin down) = -7.3706 / -9.0308 eV
Relative energy (zero: lowest compared OMol25 entry of this formula, charge and spin) = 129.4 kcal per mole
Charge = +2
Electronic energy = -300.3584 Ha

Geometry as XYZ:
```
16
Properties=species:S:1:pos:R:3:forces:R:3
C 10.9353 5.6208 6.5849 -3.4 -0.5 -1.6
C -10.6294 -5.6473 -5.8977 -3.3 -1.0 1.7
N 9.8522 5.1073 5.9838 3.0 1.0 1.1
N -8.3581 -5.2492 -5.5801 -4.4 -1.6 0.7
N 8.5085 5.1943 6.0971 2.2 2.7 1.7
N -9.3682 -5.1264 -6.1813 2.2 -0.2 0.4
H 11.8472 5.3172 6.1343 0.6 -0.3 -0.2
H 10.9546 6.4271 7.3016 -0.6 -0.2 0.4
H -11.0402 -5.3058 -4.8495 0.9 -0.1 -2.1
H -11.2793 -5.4155 -6.7315 -0.3 0.5 0.2
H -10.7007 -6.7545 -5.8307 1.0 0.4 -0.1
H 10.1009 4.5388 5.1941 0.3 -0.7 -0.2
H -7.5833 -4.7947 -5.8784 3.8 2.0 -1.4
H 8.2016 6.1292 6.4588 -0.5 -1.9 -0.7
H 8.1149 4.4073 5.6565 -1.6 -0.2 -0.4
H -9.5560 -4.4487 -8.4618 0.1 -0.1 0.4
```
Forces are in eV/Å.